14
Properties=species:S:1:pos:R:3:forces:R:3 method="wB97M-V/def2-TZVPD" e_above_lowest_ev=1.412 homo_energy_ev=-9.895 orbital_gap_ev=10.7148 lumo_ev=0.8 smiles="O[C@@H]1CN=COC1"
O -1.01595 -0.59011 1.43908 0.2 -0.2 0.1
C -0.97919 -0.05090 0.13260 0.0 0.1 -0.3
C -0.22512 -0.96152 -0.83109 -0.2 0.0 -0.1
N 1.19790 -1.02000 -0.50326 0.1 0.3 0.2
C 1.70256 -0.00102 0.05603 0.0 -0.3 -0.1
O 1.11898 1.16102 0.41161 0.0 -0.1 0.0
C -0.28121 1.30146 0.13478 -0.2 0.1 -0.1
H -0.20135 -1.09506 1.57264 -0.1 0.1 0.1
H -2.02079 0.08152 -0.18064 0.2 0.0 0.0
H -0.34165 -0.60694 -1.86307 0.0 0.0 0.1
H -0.63346 -1.97700 -0.79393 0.1 0.2 0.0
H 2.75431 0.01199 0.33803 -0.1 0.0 -0.1
H -0.39380 1.80209 -0.83440 0.0 -0.1 0.1
H -0.68121 1.94447 0.92160 0.1 -0.1 -0.1